# 1
DFT (the ωB97M-V functional and the def2-TZVPD basis) results for a single C18H23NO4S molecule.

Last column: Löwdin charge in e.
Atoms and positions in Å:
C -1.9000 1.6925 2.6609  -0.05
C -2.8174 1.0066 1.6598  -0.21
O -2.0948 0.5373 0.5226  -0.04
C -1.8509 1.4500 -0.4612  -0.41
O -2.2406 2.5898 -0.3674  0.10
C -1.1118 0.8825 -1.5836  -0.10
C -0.5157 -0.3675 -1.5842  -0.43
N -0.4675 -1.2742 -0.5512  0.10
C 0.2303 -2.4384 -0.6424  -0.50
O 0.7789 -2.7714 -1.6739  -0.01
C 0.3086 -3.2247 0.6444  -0.08
C 1.6279 -2.8683 1.3618  -0.09
C 1.6802 -1.4364 1.7733  -0.28
C 1.9482 -0.2967 1.0747  -0.01
C 1.8256 0.7735 1.9949  -0.01
C 1.4908 0.2153 3.1927  -0.31
C 1.2962 0.8109 4.5458  -0.19
C 2.5909 0.7536 5.3611  -0.09
O 1.3961 -1.1280 3.0609  0.09
S 0.2873 -0.7280 -3.0592  1.18
C -0.1834 0.8150 -3.7134  -0.53
C 0.2094 1.1953 -5.0974  -0.10
C -0.9056 1.5595 -2.8336  -0.26
C -1.4206 2.9174 -3.1838  -0.02
H -2.4674 1.9716 3.5440  0.08
H -1.4748 2.5886 2.2161  0.08
H -1.0904 1.0264 2.9497  0.06
H -3.2775 0.1140 2.0906  0.12
H -3.5952 1.6988 1.3224  0.12
H -0.9202 -0.9857 0.3071  0.14
H 0.3164 -4.2878 0.4032  0.12
H -0.5426 -3.0041 1.2891  0.12
H 2.4569 -3.0823 0.6849  0.13
H 1.7275 -3.4907 2.2524  0.12
H 2.2125 -0.2270 0.0391  0.12
H 1.9653 1.8151 1.7900  0.11
H 0.5152 0.2585 5.0728  0.12
H 0.9785 1.8486 4.4340  0.11
H 2.9151 -0.2772 5.4820  0.08
H 3.3791 1.3068 4.8561  0.08
H 2.4352 1.1876 6.3455  0.07
H 0.7917 0.4002 -5.5547  0.07
H 0.8053 2.1082 -5.0901  0.08
H -0.6738 1.3802 -5.7093  0.08
H -2.0776 2.8562 -4.0509  0.09
H -0.5916 3.5760 -3.4404  0.09
H -1.9660 3.3459 -2.3514  0.06

Forces on the atoms, in the same order (eV/Å):
-0.117 -0.178 -0.333
-0.246 0.352 0.430
0.188 -0.123 -0.240
-0.146 0.158 0.201
0.010 -0.116 0.089
0.232 -0.407 -0.140
0.083 0.099 -0.201
-0.275 -0.064 0.066
-0.382 -0.136 0.483
0.248 -0.324 0.072
0.255 -0.077 -0.071
-0.211 0.121 0.172
0.432 0.186 -0.785
0.020 -0.619 0.304
-0.212 -0.159 0.582
-0.017 0.903 -0.274
0.268 -0.313 -0.054
-0.177 0.047 0.017
-0.096 -0.215 0.332
-0.256 0.803 -0.348
-0.087 -0.206 0.515
-0.046 0.021 0.043
0.172 -0.159 -0.189
-0.058 0.038 0.037
-0.060 0.044 0.133
0.042 0.080 0.013
0.056 -0.044 0.059
0.031 0.108 -0.078
0.073 -0.195 0.064
0.120 -0.126 -0.118
-0.096 0.053 -0.052
-0.021 -0.025 0.022
-0.010 -0.036 0.075
0.086 -0.031 -0.064
0.045 -0.066 -0.275
0.015 0.267 0.039
-0.098 0.101 -0.027
-0.089 -0.061 -0.038
0.072 -0.071 0.036
0.087 0.028 -0.014
0.055 0.023 0.133
0.069 0.007 -0.173
0.069 0.031 -0.078
-0.002 -0.004 -0.114
-0.051 0.063 -0.094
0.030 0.116 -0.049
-0.006 0.107 -0.107

Results
SMILES   CCOC(=O)c1c(NC(=O)CCc2ccc(CC)o2)sc(C)c1C
E_HOMO   -7.837 eV
Energy above the lowest of the compared OMol25 structures with the same formula, charge and spin   0.6154 eV
Total charge   0
Orbital gap   8.54 eV
Calculated total energy   -39555.5017 eV

***

# 2
DFT (the ωB97M-V functional and the def2-TZVPD basis) results for a single C3H7N3 molecule at a distorted geometry.

Last column: Löwdin charge in e.
Atoms and positions in Å:
C 1.2131 1.5638 -0.4508  0.01
C 0.5661 1.0329 0.5848  -0.17
N -0.2867 -0.1681 0.7757  -0.25
N -1.6605 -0.2301 0.4958  0.06
N 0.5428 -0.9664 0.1075  -0.08
C 0.1410 -1.9345 -0.6231  -0.04
H 1.7339 2.4987 -0.3350  0.05
H 1.4469 0.9889 -1.3332  0.05
H 0.3852 1.6441 1.4679  0.09
H -2.1752 0.0217 1.3274  0.08
H -1.9128 0.3739 -0.2856  0.09
H -0.8942 -2.2462 -0.6967  0.05
H 0.9005 -2.5789 -1.0346  0.05

Forces on the atoms, in the same order (eV/Å):
0.222 -1.323 0.332
-2.944 2.643 1.740
2.167 1.307 -0.531
0.208 0.367 -0.334
0.211 -3.933 -1.569
-0.043 0.004 0.798
-0.125 0.216 0.134
-0.194 -0.012 -0.225
0.466 0.385 -0.087
0.033 0.081 -0.026
0.005 -0.001 0.116
-0.183 0.198 -0.129
0.178 0.068 -0.219

Results
SMILES   C=CN(N)N=C
E_HOMO   -8.794 eV
Energy above the lowest of the compared OMol25 structures with the same formula, charge and spin   3.8534 eV
Total charge   0
Orbital gap   9.90 eV
Calculated total energy   -7690.8260 eV

***

# 3
DFT (the ωB97M-V functional and the def2-TZVPD basis) results for a single C5H6O2S molecule at a distorted geometry.

Last column: Löwdin charge in e.
Atoms and positions in Å:
C -2.1818 0.3453 -0.4086  0.00
C -0.8941 0.2199 0.0902  -0.66
C -0.0703 1.2524 0.5984  -0.17
O 1.1514 1.0029 -0.1633  -0.04
C 1.9129 -0.1000 -0.0588  -0.49
O 3.1545 -0.0623 0.1065  0.09
C 1.1073 -1.3628 -0.3116  -0.41
S -0.4739 -1.4376 0.4200  0.94
H -2.8775 1.1131 -0.7787  0.06
H -2.9030 -0.6116 -0.3360  0.09
H 0.0086 1.0734 1.7539  0.17
H -0.2214 2.4128 0.3466  0.19
H 1.0139 -1.3973 -1.4518  0.12
H 1.2734 -2.4482 0.1931  0.11

Forces on the atoms, in the same order (eV/Å):
-0.887 -2.522 0.942
-7.501 -0.351 -1.370
2.026 2.418 0.648
2.080 1.148 0.567
3.572 -0.886 1.423
-4.338 0.058 -0.773
0.434 -2.970 -0.573
-1.003 0.889 0.905
1.312 0.695 0.603
2.213 1.673 -0.659
0.441 0.605 -2.037
-0.393 -2.858 0.656
0.228 -0.357 1.427
1.816 2.459 -1.759

Results
SMILES   C=C1COC(=O)CS1
E_HOMO   -8.902 eV
Energy above the lowest of the compared OMol25 structures with the same formula, charge and spin   3.2085 eV
Total charge   0
Orbital gap   9.28 eV
Calculated total energy   -20208.9978 eV

***

Calculated LUMO level (eV), listed in the same order as above: 0.70, 1.10, 0.38